# C28H29N3O6

C28H29N3O6 in the gas phase (ωB97M-V/def2-TZVPD, OMol25).

The SMILES is CCN(C(=O)Cn1c(=O)n(-c2cc(OC)c(OC)c(OC)c2)c(=O)c2ccccc21)c1cccc(C)c1. For the highest occupied orbital energy, the calculation gives -8.356 eV. For the energy above the lowest of the compared OMol25 structures with the same formula, charge and spin, the calculation gives 11.9 kcal/mol. The max |F| comes out at 0.7 eV/A. Its LUMO energy is 0.26 eV. The frontier orbital gap comes out at 8.62 eV.

The geometry in XYZ format:
```
66
Properties=species:S:1:pos:R:3:nbo_charge:R:1
H -5.796 -2.472 1.104 0.19
C 0.879 3.360 0.166 -0.64
H -5.698 -4.070 0.316 0.19
N 3.692 -0.506 1.395 -0.49
C 1.530 -0.203 2.467 -0.26
H 6.710 1.033 1.061 0.21
N 1.748 -1.539 -0.444 -0.44
H 3.016 1.702 0.100 0.22
H -1.697 1.637 -0.029 0.24
H -6.016 2.308 -0.071 0.17
H 5.259 -0.448 -3.129 0.22
C -1.721 -0.436 -0.567 0.25
H -5.806 1.689 1.588 0.19
C 0.410 -1.424 -0.129 0.83
O -4.044 2.064 0.547 -0.49
H 0.368 3.092 -0.760 0.24
O -0.489 1.252 -2.295 -0.58
C -5.134 -3.185 0.606 -0.25
H 1.700 -1.098 3.045 0.22
H -4.330 -3.469 1.292 0.18
O -5.825 -0.255 0.197 -0.54
C 0.175 1.700 1.917 -0.23
O -4.597 -2.657 -0.595 -0.52
C 3.667 -1.041 -1.853 -0.27
C 1.116 2.130 0.987 0.01
H 4.623 1.042 2.408 0.21
H -6.483 0.289 -1.696 0.17
H -7.664 -0.457 -0.585 0.19
H -6.433 -1.464 -1.393 0.20
C 3.784 -1.793 0.999 0.69
H 1.872 -2.789 1.178 0.28
C -3.655 0.835 0.124 0.27
H 0.254 4.070 0.702 0.22
C 0.196 0.389 -1.791 0.68
C -3.856 -1.506 -0.436 0.25
H -2.077 -2.511 -1.024 0.24
C -5.396 2.357 0.828 -0.24
H 1.819 3.839 -0.098 0.22
C -2.288 0.746 -0.142 -0.26
C 0.379 0.542 2.645 -0.17
O -0.095 -2.094 0.744 -0.62
N -0.321 -0.500 -0.855 -0.51
H 5.442 -0.538 2.510 0.22
C -4.460 -0.300 -0.043 0.20
H -0.721 2.281 2.078 0.22
H 5.321 1.174 -0.024 0.20
H 2.869 -3.301 -0.193 0.23
C -6.636 -0.491 -0.942 -0.26
C 3.505 0.732 -3.479 -0.23
C 4.914 0.152 1.846 -0.21
C 2.342 -0.824 -1.464 0.20
C 1.601 0.164 -2.124 -0.15
H 6.144 -0.379 0.165 0.22
C 2.478 0.215 1.541 0.24
C 2.271 1.380 0.813 -0.27
H 4.258 -1.811 -1.387 0.24
C 4.233 -0.268 -2.845 -0.16
H -5.390 3.381 1.202 0.19
C -2.501 -1.570 -0.715 -0.28
O 4.816 -2.431 1.081 -0.63
H 1.583 1.691 -3.599 0.24
H -0.361 0.218 3.361 0.22
C 2.535 -2.431 0.384 -0.32
C 2.192 0.938 -3.123 -0.16
C 5.828 0.522 0.683 -0.61
H 3.965 1.334 -4.248 0.22
```

***

# C6H9NO

C6H9NO in the gas phase in a non-equilibrium geometry (ωB97M-V/def2-TZVPD, OMol25).

The SMILES is N[C@@]12C[C@@H]1O[C@@H]1C[C@@H]12. For the highest occupied orbital energy, the calculation gives -8.939 eV. For the energy above the lowest of the compared OMol25 structures with the same formula, charge and spin, the calculation gives 91.8 kcal/mol. The max |F| comes out at 3.7 eV/A. Its LUMO energy is 0.99 eV. The frontier orbital gap comes out at 9.93 eV.

The geometry in XYZ format:
```
17
Properties=species:S:1:pos:R:3:nbo_charge:R:1
H -1.780 -0.294 1.752 0.23
H 1.666 -1.939 -0.221 0.35
O -0.839 1.349 -0.510 -0.49
N 1.993 -0.936 -0.361 -0.78
C -0.510 -1.016 -0.147 -0.29
H 0.697 0.815 2.067 0.22
H 1.232 1.703 -0.980 0.20
C 0.779 -0.301 -0.006 0.05
H -0.418 -2.040 -0.373 0.23
C -1.782 -0.738 0.708 -0.44
C 0.541 1.103 -0.253 0.09
C 1.093 0.707 1.118 -0.45
H 2.116 1.040 0.999 0.23
C -1.466 0.075 -0.488 0.10
H 2.100 -0.965 -1.333 0.35
H -2.616 -1.443 0.437 0.23
H -2.168 -0.097 -1.335 0.19
```

***

# Fe2H34O21P

Fe2H34O21P as an isolated structure in a non-equilibrium geometry (ωB97M-V/def2-TZVPD, OMol25).

For the highest occupied orbital energy (alpha / beta), the calculation gives -11.828 / -11.026 eV. For the energy above the lowest of the compared OMol25 structures with the same formula, charge and spin, the calculation gives 0.0 kcal/mol. The max |F| comes out at 2.4 eV/A. The net charge is +1. Its LUMO energy (alpha / beta) is -3.22 / -3.22 eV. The frontier orbital gap (alpha / beta) comes out at 8.61 / 7.80 eV. As for the spin multiplicity: 9.

The geometry in XYZ format:
```
58
Properties=species:S:1:pos:R:3:nbo_charge:R:1
H -30.405 -40.334 -3.701 0.51
O -34.154 -38.772 -6.370 -1.00
H -30.959 -37.236 -10.145 0.49
O -30.924 -38.175 -10.395 -0.99
H -27.883 -34.997 -6.392 0.49
H -31.290 -34.159 -5.037 0.51
H -28.600 -42.392 -6.631 0.51
O -31.119 -35.552 -9.551 -0.95
H -31.934 -35.038 -9.562 0.49
O -30.059 -42.099 -9.451 -0.97
H -32.952 -39.751 -3.813 0.48
H -32.988 -42.410 -6.775 0.52
H -30.336 -33.771 -6.170 0.52
H -30.832 -36.977 -3.106 0.51
H -33.226 -39.887 -9.039 0.53
H -28.241 -35.507 -7.788 0.53
O -29.312 -41.752 -6.528 -0.99
H -29.100 -42.075 -9.557 0.51
H -26.642 -38.819 -2.949 0.49
O -27.468 -38.334 -3.039 -1.00
H -32.156 -36.862 -3.867 0.51
H -30.549 -38.627 -9.621 0.47
O -32.029 -42.508 -6.811 -0.97
Fe -30.872 -41.039 -7.802 1.54
H -29.016 -41.165 -5.811 0.53
H -33.194 -38.909 -6.454 0.48
H -29.461 -39.452 -4.563 0.49
O -29.468 -40.206 -3.930 -1.04
H -32.538 -36.719 -7.625 0.50
P -30.429 -38.673 -6.882 2.56
O -29.909 -39.405 -8.162 -1.20
H -33.339 -35.854 -6.643 0.46
O -28.494 -36.063 -4.142 -1.00
H -28.316 -38.780 -8.572 0.48
H -32.096 -40.277 -4.978 0.51
O -31.202 -36.761 -3.970 -0.97
Fe -29.940 -36.424 -5.614 1.51
O -26.947 -39.402 -6.096 -0.98
H -30.379 -42.612 -10.199 0.51
H -26.875 -38.709 -8.039 0.48
O -29.406 -38.308 -5.748 -1.24
O -31.535 -39.691 -6.464 -1.25
H -31.002 -35.809 -8.627 0.48
H -28.161 -39.022 -3.051 0.52
H -34.301 -37.866 -6.686 0.49
O -28.459 -35.616 -6.851 -0.96
O -27.391 -38.640 -8.850 -0.98
H -26.644 -39.391 -5.187 0.47
H -27.929 -35.284 -4.152 0.49
H -27.849 -39.027 -6.059 0.49
O -30.944 -37.252 -7.071 -1.25
O -32.301 -40.424 -4.027 -1.00
H -33.053 -41.317 -9.553 0.50
H -31.805 -43.075 -6.064 0.52
O -33.431 -36.356 -7.457 -0.97
O -32.649 -40.659 -8.978 -0.97
H -27.951 -36.758 -3.704 0.55
O -30.743 -34.533 -5.739 -0.96
```

***

# C5H10O

C5H10O in the gas phase in a non-equilibrium geometry (ωB97M-V/def2-TZVPD, OMol25).

For the highest occupied orbital energy (alpha / beta), the calculation gives -7.537 / -7.714 eV. For the energy above the lowest of the compared OMol25 structures with the same formula, charge and spin, the calculation gives 113.8 kcal/mol. The max |F| comes out at 1.3 eV/A. Its LUMO energy (alpha / beta) is 0.19 / 0.13 eV. The frontier orbital gap (alpha / beta) comes out at 7.73 / 7.84 eV.

The geometry in XYZ format:
```
16
Properties=species:S:1:pos:R:3:nbo_charge:R:1
H -0.803 -1.351 1.091 0.21
H 0.760 -0.239 2.604 0.21
H -0.701 -0.542 -2.595 0.19
H 1.922 0.756 -1.028 0.23
H -1.738 0.184 0.963 0.22
C -0.745 -0.264 1.010 -0.48
H 0.024 1.394 2.199 0.21
H 1.798 -0.866 -0.214 0.22
C -0.133 0.112 -0.590 0.18
H -1.419 1.363 -1.297 0.47
C 1.353 0.122 -0.345 -0.53
C -0.235 -0.801 -1.646 -0.37
O -0.558 1.422 -0.864 -0.71
H 0.062 -1.834 -1.498 0.20
C 0.192 0.363 1.899 -0.45
H 1.267 0.544 0.858 0.21
```